Record 1
C6H9N2S | ωB97M-V with the def2-TZVPD basis set

The calculation puts the LUMO energy at -0.191 Eh. For the gap between HOMO and LUMO, the calculation gives 8.74 eV. The molar mass is 141.219 g/mol. The energy above the lowest of the compared OMol25 structures with the same formula, charge and spin is 45.3 kcal per mole. The value obtained for the largest force on an atom is 2.22 eV/A. As for the charge: +1.

The geometry in XYZ format:
```
18
Properties=species:S:1:pos:R:3:forces:R:3
C 1.45098 -1.46726 -0.02973 0.6 -0.1 -0.1
C 1.53299 0.72463 -0.21408 0.9 -0.1 -0.1
C -1.62187 -0.18215 1.61707 0.1 0.2 0.7
C -1.49859 -0.52841 0.39566 1.5 0.5 -0.1
C 1.11876 2.13841 -0.26973 -0.2 0.3 0.0
C -1.93295 -0.97304 -0.88036 -0.1 -0.3 -0.8
N 2.73080 -1.36962 -0.18463 0.5 -0.9 0.0
N 0.75073 -0.31355 -0.04759 -2.1 0.3 0.5
S 3.16838 0.18323 -0.36354 -1.1 0.3 0.1
H 0.96107 -2.41460 0.10089 -0.1 -0.2 0.0
H -0.82856 0.12406 2.27720 0.3 0.0 -0.1
H -2.60617 -0.18136 2.07561 -0.3 -0.1 -0.2
H 1.95768 2.76555 -0.55561 0.0 0.1 0.0
H 0.30916 2.27283 -0.98549 0.0 0.0 -0.1
H 0.75706 2.47105 0.70383 0.0 0.0 0.0
H -1.59127 -0.31987 -1.68295 0.0 0.0 0.1
H -1.62752 -1.99848 -1.08341 0.0 0.0 0.0
H -3.03069 -0.93144 -0.87313 0.0 0.0 0.1
```
Positions in Å, forces in eV/Å.


Record 2
C12H15FIN2O3 | ωB97M-V with the def2-TZVPD basis set

The calculation puts the LUMO energy at -0.145 Eh. For the gap between HOMO and LUMO, the calculation gives 8.76 eV. The molar mass is 381.165 g/mol. The value obtained for the largest force on an atom is 0.35 eV/A. As for the charge: +1.

The geometry in XYZ format:
```
34
Properties=species:S:1:pos:R:3:forces:R:3
C 3.61263 1.87587 -2.73060 0.2 -0.1 0.2
C 2.57576 0.93553 -2.15106 0.0 0.0 -0.1
F 2.66193 0.96130 -0.75120 0.0 0.0 0.2
C 1.15584 1.26949 -2.48939 -0.2 -0.1 -0.2
C 0.40524 2.35047 -2.27204 0.1 -0.2 0.0
I 0.87564 4.12569 -1.39695 0.0 0.2 0.1
C -1.00146 2.04050 -2.69547 0.3 -0.1 0.0
O -1.99744 2.63626 -2.46958 -0.2 0.2 -0.1
O -0.98741 0.81294 -3.31842 0.0 -0.1 0.3
C 0.26421 0.23815 -3.10482 -0.2 0.2 -0.2
O 0.47830 -0.89743 -3.36025 0.1 -0.1 0.0
H 3.67281 2.77248 -2.11136 -0.1 0.0 -0.2
H 4.59089 1.39386 -2.71328 -0.1 0.0 0.0
H 3.37551 2.14787 -3.75989 0.0 0.0 0.1
H 2.76200 -0.09929 -2.44221 0.0 0.0 -0.1
C -1.39646 -2.37110 4.42191 0.0 0.1 -0.1
C -0.22149 -2.21820 3.47532 0.0 -0.1 0.1
N -0.54307 -1.37433 2.30843 0.0 0.1 0.0
C 0.32193 -0.48779 1.70888 0.0 -0.1 0.1
C -0.33425 0.06148 0.65934 -0.1 0.0 -0.1
N -1.58987 -0.49987 0.62979 0.0 0.0 0.0
C -1.68966 -1.36170 1.63675 0.0 0.0 0.0
C -2.65130 -0.20997 -0.33973 0.0 -0.1 0.0
H -2.22866 -2.90360 3.96142 0.0 0.0 0.0
H -1.08068 -2.95144 5.28642 0.0 0.0 0.0
H -1.75129 -1.40092 4.76932 0.0 0.0 0.0
H 0.12031 -3.18493 3.10658 0.0 0.0 0.0
H 0.61628 -1.73520 3.97365 0.0 0.0 0.0
H 1.31892 -0.33598 2.08204 0.0 0.1 0.0
H -0.02360 0.79760 -0.06104 0.1 0.0 0.1
H -2.55916 -1.95517 1.85924 0.0 0.0 0.0
H -3.51293 0.21407 0.16935 0.0 0.0 0.0
H -2.93059 -1.12383 -0.85808 0.0 0.0 0.0
H -2.27532 0.50399 -1.06301 0.0 0.0 0.0
```
Positions in Å, forces in eV/Å.


Record 3
C28H21N8O4STi | ωB97M-V with the def2-TZVPD basis set

As for the multiplicity: 3. The calculation puts the LUMO energy (alpha / beta) at 0.097 / 0.090 Eh. For the gap between HOMO and LUMO (alpha / beta), the calculation gives 5.52 / 6.89 eV. The molar mass is 613.462 g/mol. Its expectation value of S² is 2.043. The energy above the lowest of the compared OMol25 structures with the same formula, charge and spin is 11.4 kcal per mole. The value obtained for the largest force on an atom is 1.72 eV/A. As for the charge: -1.

The geometry in XYZ format:
```
63
Properties=species:S:1:pos:R:3:forces:R:3
Ti 0.76885 -0.12502 1.00213 1.4 0.0 0.9
O 2.01712 -0.73772 -2.82423 -0.1 0.0 0.1
C 1.83833 -0.57407 -1.61299 0.0 0.0 -0.3
N 0.65784 -0.32952 -0.95569 0.0 -0.2 -1.2
C -0.60883 -0.42723 -1.55481 -0.3 -0.1 -0.1
C -0.79803 -0.79632 -2.89754 0.1 0.0 0.0
C -2.06032 -0.93005 -3.44904 -0.1 0.0 0.1
C -3.19188 -0.70315 -2.68304 -0.1 0.0 0.0
C -3.03502 -0.32436 -1.36258 0.0 0.0 0.1
C -1.78061 -0.17170 -0.78728 0.2 0.0 -0.2
N -1.83078 0.15829 0.61933 -0.6 0.0 0.1
C -1.52720 -0.56043 2.92777 -0.1 0.0 -0.1
O -2.54301 -0.23118 3.52501 0.0 0.0 0.0
C -0.22033 -0.50140 3.57012 0.1 -0.5 0.4
C -0.19275 -0.30578 4.96725 0.0 0.1 0.0
C 0.93037 -0.58443 5.69205 0.1 0.0 -0.1
C 2.04172 -1.14671 5.00809 -0.1 0.1 -0.1
C 2.01341 -1.19516 3.64675 0.2 -0.2 0.1
N 0.97856 -0.74405 2.89063 0.1 0.4 1.3
C 2.96711 -0.59832 -0.67603 0.3 0.1 -0.1
C 4.26915 -0.79524 -1.11098 -0.1 0.0 0.0
C 5.32528 -0.65442 -0.23430 0.0 0.0 0.1
C 5.02990 -0.18076 1.06851 -0.1 0.0 -0.1
C 3.73343 -0.01000 1.44893 0.3 0.2 0.1
N 2.66488 -0.33594 0.65412 1.4 -0.3 -0.6
H 0.07230 -1.00182 -3.49546 0.1 0.1 0.0
H -2.15927 -1.23347 -4.48521 0.1 0.0 0.0
H -4.18550 -0.80989 -3.10200 0.0 0.0 0.0
H -3.89329 -0.15266 -0.72582 0.0 0.1 0.0
H -1.11115 0.03297 5.42677 0.0 -0.1 0.0
H 0.96643 -0.44173 6.76404 -0.1 0.0 0.0
H 2.91058 -1.50438 5.54281 0.0 0.0 0.0
H 2.85137 -1.59828 3.09319 0.0 0.1 0.0
H 4.41113 -1.03587 -2.15576 0.0 0.0 0.0
H 6.34582 -0.83998 -0.53911 0.0 0.0 0.0
H 5.82565 0.06202 1.75997 0.0 0.0 0.0
H 3.49590 0.40320 2.41926 0.0 0.0 0.0
N -2.17982 3.25764 -4.86560 0.0 0.1 0.0
C -1.69295 3.07805 -3.57553 0.1 0.0 0.1
C -0.33453 2.83749 -3.36120 0.0 0.0 -0.1
C 0.14603 2.65552 -2.08031 0.1 -0.1 0.1
C -0.73086 2.72763 -1.01255 0.1 -0.2 0.4
C -2.07943 2.99684 -1.20001 0.0 0.0 0.0
C -2.55661 3.17575 -2.48007 0.0 0.0 -0.1
S -0.19247 2.38721 0.62841 -0.4 1.4 0.2
O 1.25112 2.07835 0.63314 -0.1 -0.2 0.1
O -0.56261 3.51044 1.44648 -0.2 -0.2 -0.2
N -0.77172 0.99600 1.13240 -0.6 0.5 -0.8
C -1.64208 -1.10410 1.46308 -0.2 0.0 0.2
N -2.80673 -1.92048 1.34309 -0.1 0.0 0.0
C -2.67193 -3.12584 0.90780 0.0 0.2 0.0
C -1.45230 -3.73922 0.51158 0.2 -0.1 0.0
C -0.34411 -2.93801 0.56317 -0.1 0.0 0.0
N -0.37246 -1.69510 1.02796 -1.4 -1.0 -0.1
H -1.61701 2.84121 -5.58885 0.0 0.0 0.0
H -3.16160 3.06664 -4.97623 0.0 -0.1 0.0
H 0.33596 2.75517 -4.20832 0.0 0.0 0.0
H 1.18643 2.42218 -1.89194 0.0 0.0 -0.1
H -2.73780 3.03353 -0.34057 -0.1 0.0 -0.1
H -3.61137 3.35762 -2.65008 0.0 0.0 0.0
H -3.59718 -3.69790 0.83330 0.0 0.0 0.0
H -1.40976 -4.75421 0.14916 0.0 0.0 0.0
H 0.62865 -3.27789 0.21682 0.0 0.0 0.0
```
Positions in Å, forces in eV/Å.


Record 4
C24H43BaBrO8SSi2 | ωB97M-V with the def2-TZVPD basis set

The calculation puts the LUMO energy at 0.138 Eh. For the gap between HOMO and LUMO, the calculation gives 6.21 eV. The molar mass is 765.071 g/mol. The energy above the lowest of the compared OMol25 structures with the same formula, charge and spin is 22.1 kcal per mole. The value obtained for the largest force on an atom is 2.38 eV/A. As for the charge: -2.

The geometry in XYZ format:
```
80
Properties=species:S:1:pos:R:3:forces:R:3
Ba 0.79855 0.10385 -0.63305 0.1 -2.4 0.3
C 1.17533 -1.58141 3.41039 -0.1 -0.1 0.0
C 1.93522 -1.15269 2.17532 0.1 0.2 -0.2
O 1.63345 -0.06422 1.67431 0.7 -0.5 1.4
C 3.01359 -2.01645 1.66321 -0.1 0.1 0.0
C 3.55602 -2.98666 2.52331 0.0 0.0 0.0
C 4.59676 -3.81584 2.16291 0.0 0.1 -0.3
C 5.11700 -3.68863 0.85648 -0.2 0.1 0.1
C 4.59921 -2.77402 -0.02573 0.0 0.0 0.1
C 3.50900 -1.89447 0.30912 -0.2 0.3 -0.3
O 3.02533 -1.10511 -0.57296 0.9 -0.7 0.6
H 0.30133 -0.93843 3.49395 0.0 0.0 0.0
H 1.79645 -1.46592 4.30505 0.0 0.0 0.0
H 0.86081 -2.62515 3.32739 0.1 0.2 0.0
H 3.14331 -3.08285 3.52290 0.0 0.0 -0.1
H 4.99316 -4.54474 2.85776 0.0 0.0 0.0
H 5.93215 -4.33215 0.53775 0.0 0.0 0.0
H 4.98308 -2.69151 -1.03715 0.0 0.0 0.0
O -1.68932 2.02255 -3.56952 -0.3 -0.2 -0.4
S -0.76288 1.84536 -2.47930 -0.5 1.5 -0.4
O -1.35710 1.10879 -1.33158 -0.6 0.3 -0.2
O -0.36620 3.23959 -1.96766 -0.4 -0.5 -0.5
O 0.48111 1.13794 -2.88255 -0.1 0.3 -0.5
C -0.88112 -4.66982 -0.97931 0.1 -0.1 -0.3
Si -0.98216 -3.55213 0.54032 0.2 0.4 -0.1
C -0.53102 -4.70524 1.97829 0.2 -0.1 0.3
C -2.82859 -3.22020 0.78777 -0.3 0.2 0.0
O -0.09673 -2.23805 0.43363 -0.1 -0.1 0.0
H -1.55880 -5.53282 -0.90449 0.1 0.1 0.0
H 0.14516 -5.04550 -1.10352 -0.2 0.1 0.0
H -1.14423 -4.10039 -1.88450 0.1 -0.2 0.2
H -1.12338 -5.63256 1.95233 0.1 0.1 0.0
H -0.72124 -4.21755 2.94759 0.1 -0.1 -0.2
H 0.53632 -4.97414 1.93291 -0.2 0.1 0.1
H -3.41741 -4.14931 0.84281 0.1 0.2 0.0
H -3.21885 -2.60805 -0.04025 0.1 -0.1 0.2
H -2.98686 -2.65639 1.72055 0.0 -0.1 -0.2
C -4.57533 1.20358 3.94506 -0.1 -0.1 0.0
C -4.41683 2.56406 3.24685 -0.1 -0.1 -0.1
C -5.40385 3.55601 3.88240 -0.2 0.0 0.0
C -4.81841 2.34311 1.77060 -0.1 -0.1 0.0
Si -2.60507 3.16883 3.38250 0.1 -0.1 0.0
Br -1.46477 1.89975 1.96452 0.1 -0.1 0.0
C -2.37926 4.96656 2.77639 0.0 0.1 -0.1
C -3.24839 5.20272 1.52776 0.0 0.1 -0.1
C -0.93079 5.25020 2.33420 -0.1 0.2 0.0
C -2.78198 5.98726 3.85626 0.0 0.1 0.0
C -1.85169 2.83810 5.12041 0.1 -0.1 0.1
C -0.48878 3.53966 5.26257 0.1 -0.1 0.0
C -1.57266 1.33493 5.33137 0.0 0.0 0.1
C -2.77385 3.33450 6.24658 0.0 0.0 0.1
H -5.59270 0.82570 3.75802 0.2 0.1 0.0
H -4.44415 1.26827 5.03044 0.0 0.0 -0.2
H -3.87009 0.46112 3.55055 -0.1 0.1 0.1
H -6.42075 3.13368 3.82876 0.2 0.1 0.0
H -5.42094 4.51322 3.35033 0.0 -0.1 0.1
H -5.18427 3.75709 4.93912 0.0 0.0 -0.2
H -5.83564 1.92000 1.74162 0.2 0.1 0.0
H -4.15008 1.64144 1.26379 -0.1 0.1 0.1
H -4.82886 3.26484 1.18893 0.0 -0.1 0.1
H -3.04281 4.46858 0.73832 0.0 0.1 0.2
H -3.01180 6.19585 1.11615 0.0 -0.1 0.1
H -4.31699 5.18888 1.75627 0.1 0.0 -0.1
H -0.62161 4.62041 1.50095 0.0 0.0 0.0
H -0.20607 5.13310 3.13450 0.1 0.0 0.1
H -0.87362 6.29453 1.98523 0.0 -0.2 0.1
H -3.80812 5.84522 4.21628 0.1 0.0 -0.1
H -2.71887 7.00036 3.42993 0.0 -0.1 0.1
H -2.11362 5.95849 4.72339 -0.1 0.0 -0.1
H 0.19846 3.26009 4.45494 -0.1 0.0 0.1
H -0.02790 3.22922 6.21423 -0.1 0.1 -0.2
H -0.57831 4.62653 5.28129 0.0 0.0 0.0
H -0.85914 0.95439 4.59444 -0.1 0.1 0.1
H -2.47128 0.71669 5.27416 0.2 0.1 0.0
H -1.13192 1.19264 6.33285 -0.1 0.0 -0.2
H -3.04108 4.39231 6.13691 0.0 -0.1 0.0
H -2.25438 3.22165 7.21242 -0.1 0.0 -0.1
H -3.70311 2.75515 6.30637 0.2 0.1 0.0
O 1.39711 2.60040 -0.32038 -0.3 1.6 -0.2
C 0.90435 3.60291 -0.69900 0.8 -0.6 0.7
```
Positions in Å, forces in eV/Å.


Record 5
C4H7FO | ωB97M-V with the def2-TZVPD basis set

The calculation puts the LUMO energy (alpha / beta) at -0.017 / -0.028 Eh. For the gap between HOMO and LUMO (alpha / beta), the calculation gives 7.26 / 6.76 eV. The molar mass is 90.097 g/mol. The energy above the lowest of the compared OMol25 structures with the same formula, charge and spin is 95.4 kcal per mole. The value obtained for the largest force on an atom is 5.69 eV/A.

The geometry in XYZ format:
```
13
Properties=species:S:1:pos:R:3:forces:R:3
C -0.97801 -0.17952 2.78753 1.4 -0.3 -2.7
C -0.15526 -0.14689 1.62725 1.7 -1.3 5.3
C 0.56422 0.38715 -2.17460 0.4 -3.1 1.6
C 0.33182 -0.69091 -1.15180 2.1 3.2 3.2
O -0.41049 0.37825 0.51920 -1.3 0.0 -5.1
F 1.49008 -1.09491 -0.48187 -2.4 0.2 -1.8
H -0.57990 -0.42565 3.79197 -0.3 0.1 -1.0
H -2.04100 0.01712 2.61464 0.4 0.2 0.4
H 0.96109 -0.42168 1.69453 -1.4 0.0 0.6
H 1.28371 -0.04257 -2.80907 1.5 -0.5 -1.0
H 0.86934 1.30945 -1.87369 1.1 2.3 1.5
H -0.23433 0.52736 -2.78410 -2.9 0.2 -1.5
H -0.41052 -1.41301 -1.38528 -0.3 -1.0 0.6
```
Positions in Å, forces in eV/Å.


Record 6
CH9N6 | ωB97M-V with the def2-TZVPD basis set

The calculation puts the LUMO energy (alpha / beta) at -0.183 / -0.148 Eh. For the gap between HOMO and LUMO (alpha / beta), the calculation gives 8.52 / 9.05 eV. The molar mass is 105.125 g/mol. The energy above the lowest of the compared OMol25 structures with the same formula, charge and spin is 96.9 kcal per mole. The value obtained for the largest force on an atom is 4.06 eV/A. As for the charge: +1.

The geometry in XYZ format:
```
16
Properties=species:S:1:pos:R:3:forces:R:3
C 0.35648 1.49559 0.04305 -0.1 -1.6 -1.9
N -0.41431 0.62110 -0.54106 -1.1 0.4 0.1
N 0.43308 2.73549 -0.42039 -2.3 0.5 -1.4
N 1.32100 1.05374 0.89499 1.0 1.3 0.1
N -0.81933 -1.95339 1.00122 0.3 2.9 -1.9
N -0.80890 -2.00045 -1.32770 3.4 0.3 -0.4
N -0.28153 -1.47507 -0.15804 -3.0 -0.8 -0.8
H -0.27019 3.29658 -0.87232 -0.8 -1.2 -0.4
H 1.04237 3.39310 -0.13311 3.1 1.8 1.9
H 0.89349 0.43244 1.52330 0.0 -0.8 1.4
H 1.85693 1.81832 1.31310 -0.2 -0.7 0.2
H -1.77596 -2.17310 1.00129 -1.2 -0.1 -0.4
H -0.25686 -2.44901 1.57782 2.2 -1.8 1.9
H -0.16554 -1.67747 -2.09284 -1.6 -0.4 0.7
H -1.77644 -1.87749 -1.48519 -1.1 0.6 0.0
H 0.66571 -1.24038 -0.32411 1.3 -0.2 1.0
```
Positions in Å, forces in eV/Å.